one.
Below is 2 unconnected molecules or ions with the total composition C3H9N3, with properties calculated with ωB97M-V/def2-TZVPD.

Gap between HOMO and LUMO (eV): 9.35
LUMO (eV): 1.0
HOMO (Eh): -0.3052
SMILES: [H]/N=C(\C)N.C=N

The geometry in XYZ format:
```
15
Properties=species:S:1:pos:R:3:mulliken_charge:R:1
C -1.991 -0.011 -0.121 -0.42
C 0.961 -0.322 1.302 -1.05
N -1.490 -1.120 -0.582 -0.47
C 0.726 0.440 0.017 0.56
N 1.241 -0.257 -1.119 -0.51
N 0.639 1.719 -0.081 -0.66
H -1.424 -1.150 -1.599 0.23
H 1.399 0.325 -1.931 0.30
H 2.024 -0.880 -0.968 0.20
H -0.291 2.097 0.071 0.23
H -2.372 -0.035 0.895 0.33
H -2.422 0.780 -0.740 0.31
H 0.068 -0.230 1.918 0.24
H 1.075 -1.391 1.127 0.41
H 1.857 0.034 1.810 0.30
```

two.
Below is 2 unconnected molecules or ions with the total composition C3H9N3, with properties calculated with ωB97M-V/def2-TZVPD.

Gap between HOMO and LUMO (eV): 10.00
LUMO (eV): 0.9
HOMO (Eh): -0.3355
SMILES: [H]/N=C/NC.C=N

The geometry in XYZ format:
```
15
Properties=species:S:1:pos:R:3:mulliken_charge:R:1
C 2.623 -0.614 -0.662 -0.11
N 2.956 -1.832 -0.617 -0.54
H 3.395 0.116 -0.897 0.28
H 1.600 -0.282 -0.487 0.07
H 2.133 -2.401 -0.415 0.27
C -1.833 1.776 1.559 -0.81
N -1.010 0.903 0.734 -0.20
C -1.499 0.222 -0.330 0.04
N -0.868 -0.726 -0.907 -0.55
H -1.208 2.557 1.987 0.28
H -2.584 2.256 0.940 0.31
H -2.317 1.237 2.370 0.28
H -0.155 0.576 1.154 0.22
H -2.490 0.561 -0.640 0.24
H -1.412 -1.023 -1.710 0.22
```

Which of them is the least stable? Correct choice: one.

one.
Below is C3H9NS2 in the gas phase, with properties calculated with ωB97M-V/def2-TZVPD.

Gap between HOMO and LUMO (eV): 7.43
LUMO (eV): -1.4
HOMO (Eh): -0.3239
SMILES: NCCCSS

The geometry in XYZ format:
```
15
Properties=species:S:1:pos:R:3:mulliken_charge:R:1
S -2.664 1.304 0.382 -0.26
S -0.898 -0.407 0.614 -0.07
C 0.203 0.582 -0.279 -0.86
C 1.802 0.242 -0.128 -0.55
C 1.966 -1.280 -0.576 -0.56
N 3.439 -1.452 -0.860 -0.71
H -3.767 1.202 1.151 0.15
H 0.026 1.628 -0.105 0.50
H -0.150 0.410 -1.249 0.48
H 1.838 0.089 0.945 0.24
H 2.696 0.829 -0.422 0.46
H 1.426 -1.668 -1.466 0.32
H 1.614 -1.950 0.188 0.36
H 3.667 -0.730 -1.559 0.25
H 3.477 -2.238 -1.537 0.25
```

two.
Below is C3H9NS2 in the gas phase, with properties calculated with ωB97M-V/def2-TZVPD.

Gap between HOMO and LUMO (eV): 7.45
LUMO (eV): -1.3
HOMO (Eh): -0.3203
SMILES: NCCCSS

The geometry in XYZ format:
```
15
Properties=species:S:1:pos:R:3:mulliken_charge:R:1
S 3.822 0.423 -1.043 -0.19
S 2.085 -0.289 0.541 -0.14
C 0.930 0.932 -0.074 -0.64
C -0.563 0.683 0.180 -0.68
C -1.037 -0.757 0.042 -0.45
N -2.493 -0.637 0.321 -0.62
H 4.080 -0.717 -0.392 0.14
H 1.302 1.889 0.324 0.48
H 0.994 1.049 -1.169 0.39
H -0.816 1.093 1.174 0.25
H -1.254 1.182 -0.540 0.31
H -0.767 -1.066 -1.004 0.29
H -0.536 -1.410 0.737 0.39
H -3.001 -1.267 -0.304 0.24
H -2.746 -1.107 1.207 0.23
```

Which of them is the least stable? Correct choice: one.